(1)
{
  "formula": "C4H11N2",
  "method": "ωB97M-V with the def2-TZVPD basis set",
  "elements": ["C", "C", "C", "C", "N", "N", "H", "H", "H", "H", "H", "H", "H", "H", "H", "H", "H"],
  "coordinates": [[-0.10909, 1.25096, 0.54091], [-1.04811, 0.37981, 1.45353], [-0.73758, 0.02796, -0.00880], [-1.90488, 0.16594, -1.01804], [0.07603, -1.00358, -0.19743], [3.05054, -0.60239, -0.38271], [0.94975, 1.28621, 0.77101], [-0.52856, 2.09670, 0.00797], [-0.42120, -0.14683, 2.16805], [-1.90406, 0.76699, 1.99102], [-2.68195, -0.55892, -0.84645], [-1.50961, 0.02088, -2.01063], [2.32721, -0.99979, -0.96924], [-0.36843, -1.89553, 0.08210], [3.88985, -0.60550, -0.95979], [3.28372, -1.32877, 0.29356], [-2.36365, 1.14587, -0.91505]],
  "homo_lumo_gap_ev": 4.78,
  "homo_energy_ev": -13.587,
  "fmax_ev_per_a": 2.58,
  "total_charge": 1,
  "lumo_ev": -8.807
}

(2)
{
  "formula": "C4H11N2",
  "method": "ωB97M-V with the def2-TZVPD basis set",
  "elements": ["C", "C", "C", "N", "C", "N", "H", "H", "H", "H", "H", "H", "H", "H", "H", "H", "H"],
  "coordinates": [[-0.85853, 0.10597, -1.93217], [0.07137, 0.80288, -0.94228], [-0.52812, 0.93977, 0.44880], [-0.53643, -0.31298, 1.22928], [0.43838, -1.11051, 1.55075], [1.69996, -0.92197, 1.23326], [-1.73965, 0.70870, -2.14378], [-1.13517, -0.87877, -1.56741], [-0.38967, 0.00237, -2.90883], [1.01992, 0.26150, -0.92383], [0.37168, 1.79393, -1.29427], [-0.02853, 1.70804, 1.04052], [-1.57448, 1.21252, 0.35511], [-1.38672, -0.49742, 1.74556], [0.21621, -2.04727, 2.03599], [2.38357, -1.64523, 1.38763], [1.97623, -0.12153, 0.68566]],
  "smiles": "CCC/[NH+]=C\\N",
  "homo_lumo_gap_ev": 11.88,
  "homo_energy_ev": -15.335,
  "fmax_ev_per_a": 1.00,
  "total_charge": 1,
  "lumo_ev": -3.451
}

(3)
{
  "formula": "C4H11N2",
  "method": "ωB97M-V with the def2-TZVPD basis set",
  "elements": ["C", "C", "C", "C", "N", "N", "H", "H", "H", "H", "H", "H", "H", "H", "H", "H", "H"],
  "coordinates": [[-1.82796, 1.07424, 2.36399], [0.14532, -1.35417, 0.55921], [1.97699, -0.13906, -2.40413], [1.00888, -0.69465, -0.22592], [-2.59108, 1.62522, 1.43692], [1.06922, -0.75549, -1.59710], [-1.14311, 1.75611, 3.09393], [-0.70382, -1.86067, 0.26012], [0.47587, -1.39422, 1.56313], [-2.33784, 0.19493, 2.83886], [1.63985, -0.06303, -3.40190], [2.09179, 0.88037, -2.05511], [2.93894, -0.75712, -2.35884], [1.94183, -0.29406, 0.12899], [-2.16316, 2.37271, 0.96535], [0.40420, -1.46132, -2.08935], [-2.92592, 0.87019, 0.92185]],
  "homo_lumo_gap_ev": 4.83,
  "homo_energy_ev": -11.082,
  "fmax_ev_per_a": 6.56,
  "total_charge": 1,
  "lumo_ev": -6.253
}

(4)
{
  "formula": "C4H11N2",
  "method": "ωB97M-V with the def2-TZVPD basis set",
  "elements": ["C", "C", "C", "C", "N", "N", "H", "H", "H", "H", "H", "H", "H", "H", "H", "H", "H"],
  "coordinates": [[-0.11067, 1.22078, 0.36112], [3.16382, -0.14336, -0.01145], [-2.22064, -0.71349, 0.30768], [1.67902, -0.45488, -0.26314], [0.87997, 0.49041, 0.04941], [-1.84302, 0.47082, -0.51514], [-0.37049, 2.07230, -0.19838], [-0.57482, 0.92842, 1.39282], [3.59632, -0.14891, -0.91783], [3.40947, 0.70020, 0.62307], [3.52640, -0.94262, 0.45020], [-2.42741, -1.61827, -0.22615], [-1.45732, -0.93363, 1.05034], [-3.08378, -0.51215, 0.79600], [1.46037, -1.35583, -0.74359], [-1.53051, 0.36822, -1.46731], [-2.42605, 1.27648, -0.59029]],
  "homo_lumo_gap_ev": 10.14,
  "homo_energy_ev": -13.920,
  "fmax_ev_per_a": 5.36,
  "total_charge": 1,
  "lumo_ev": -3.775
}

Copy entry 1 word for word.
{
  "formula": "C4H11N2",
  "method": "ωB97M-V with the def2-TZVPD basis set",
  "elements": ["C", "C", "C", "C", "N", "N", "H", "H", "H", "H", "H", "H", "H", "H", "H", "H", "H"],
  "coordinates": [[-0.10909, 1.25096, 0.54091], [-1.04811, 0.37981, 1.45353], [-0.73758, 0.02796, -0.00880], [-1.90488, 0.16594, -1.01804], [0.07603, -1.00358, -0.19743], [3.05054, -0.60239, -0.38271], [0.94975, 1.28621, 0.77101], [-0.52856, 2.09670, 0.00797], [-0.42120, -0.14683, 2.16805], [-1.90406, 0.76699, 1.99102], [-2.68195, -0.55892, -0.84645], [-1.50961, 0.02088, -2.01063], [2.32721, -0.99979, -0.96924], [-0.36843, -1.89553, 0.08210], [3.88985, -0.60550, -0.95979], [3.28372, -1.32877, 0.29356], [-2.36365, 1.14587, -0.91505]],
  "homo_lumo_gap_ev": 4.78,
  "homo_energy_ev": -13.587,
  "fmax_ev_per_a": 2.58,
  "total_charge": 1,
  "lumo_ev": -8.807
}

> Which formula does entry 4 have?

C4H11N2